Entry 1:
Density functional theory data (wB97M-V/def2-TZVPD) for a structure of composition C4H7NO2.

Properties
HOMO, eV: -8.6
Kohn-Sham gap, hartree: 0.3225
Energy above the lowest of the compared OMol25 structures with the same formula, charge and spin, kcal per mole: 96.8
Total energy, eV: -9843.084

CARTESIAN COORDINATES (ANGSTROEM)
C: 1.118 1.318 0.134
C: 0.069 0.128 -0.219
C: -1.234 0.426 -0.064
C: 0.570 -1.202 -0.034
H: 1.088 1.395 1.513
H: 2.284 1.295 -0.432
H: 0.510 2.163 -0.252
H: -1.655 1.455 -0.090
H: -3.098 -0.583 0.282
H: -1.726 -1.634 0.091
H: 2.438 -0.532 -0.794
N: -2.112 -0.639 -0.208
O: 1.850 -1.381 -0.125
O: -0.103 -2.209 0.197

Entry 2:
Density functional theory data (wB97M-V/def2-TZVPD) for an isolated molecule of C4H7NO2.

Properties
SMILES: O=C1NCCCO1
HOMO, eV: -9.9
Kohn-Sham gap, hartree: 0.3895
Energy above the lowest of the compared OMol25 structures with the same formula, charge and spin, kcal per mole: 22.0
Total energy, eV: -9846.327

CARTESIAN COORDINATES (ANGSTROEM)
O: -1.055 1.983 -1.676
C: -0.801 1.261 -0.757
N: -1.411 -0.017 -0.534
C: -0.430 -1.112 -0.408
C: 0.935 -0.587 0.059
C: 0.712 0.618 0.959
O: 0.104 1.655 0.178
H: -1.948 0.058 0.325
H: -0.841 -1.834 0.305
H: -0.338 -1.623 -1.373
H: 1.515 -1.360 0.572
H: 1.516 -0.239 -0.806
H: 0.087 0.375 1.834
H: 1.654 1.046 1.311

Entry 3:
Density functional theory data (wB97M-V/def2-TZVPD) for an isolated molecule of C4H7NO2.

Properties
SMILES: C[C@@H](C=O)C(N)=O
HOMO, eV: -9.5
Kohn-Sham gap, hartree: 0.3750
Energy above the lowest of the compared OMol25 structures with the same formula, charge and spin, kcal per mole: 17.8
Total energy, eV: -9846.508

CARTESIAN COORDINATES (ANGSTROEM)
C: 0.691 1.032 0.937
C: -0.113 0.562 -0.281
C: 0.687 0.310 -1.593
O: 1.769 0.765 -1.857
C: -0.894 -0.746 -0.227
N: -0.780 -1.566 0.852
O: -1.451 -1.140 -1.242
H: 1.149 0.194 1.478
H: 1.506 1.680 0.596
H: 0.092 1.606 1.660
H: -0.817 1.345 -0.603
H: 0.068 -0.361 -2.231
H: -0.670 -1.221 1.791
H: -1.236 -2.459 0.721

Entry 4:
Density functional theory data (wB97M-V/def2-TZVPD) for a structure of composition C4H7NO2.

Properties
HOMO, eV: -10.2
Kohn-Sham gap, hartree: 0.3494
Energy above the lowest of the compared OMol25 structures with the same formula, charge and spin, kcal per mole: 144.8
Total energy, eV: -9841.001

CARTESIAN COORDINATES (ANGSTROEM)
C: 1.333 -1.313 0.104
C: 0.344 -0.195 -0.027
C: 0.661 1.109 -0.625
O: -0.119 0.150 -1.317
C: -0.706 -0.192 1.000
O: -0.693 -0.580 2.230
N: -1.903 0.176 1.131
H: 2.124 -1.184 -0.636
H: 1.764 -1.310 1.109
H: 0.842 -2.276 -0.063
H: 0.133 2.007 -0.302
H: 1.669 1.250 -1.006
H: -2.701 0.966 -0.687
H: -2.702 1.507 -1.265

Entry 5:
Density functional theory data (wB97M-V/def2-TZVPD) for an isolated molecule of C4H7NO2.

Properties
SMILES: [H]/N=C1/CO[C@H](C)O1
HOMO, eV: -10.2
Kohn-Sham gap, hartree: 0.4088
Energy above the lowest of the compared OMol25 structures with the same formula, charge and spin, kcal per mole: 26.5
Total energy, eV: -9846.132

CARTESIAN COORDINATES (ANGSTROEM)
H: -1.187 -2.291 -1.665
N: -0.415 -1.687 -1.948
C: -0.309 -0.700 -1.172
C: 0.722 0.404 -1.264
O: 0.279 1.354 -0.311
C: -0.546 0.677 0.611
C: 0.213 0.202 1.838
O: -1.098 -0.433 -0.099
H: 1.729 0.026 -1.041
H: 0.759 0.857 -2.258
H: -1.378 1.333 0.874
H: -0.437 -0.329 2.540
H: 0.647 1.056 2.365
H: 1.020 -0.469 1.529

Entry 6:
Density functional theory data (wB97M-V/def2-TZVPD) for a structure of composition C4H7NO2.

Properties
HOMO, eV: -8.7
Kohn-Sham gap, hartree: 0.3389
Energy above the lowest of the compared OMol25 structures with the same formula, charge and spin, kcal per mole: 93.1
Total energy, eV: -9843.242

CARTESIAN COORDINATES (ANGSTROEM)
C: -1.926 -0.150 -0.441
C: -0.535 -0.046 0.062
N: 0.079 1.077 0.538
O: 0.036 -1.154 0.541
C: 1.420 -0.786 0.669
C: 1.389 0.536 -0.142
O: 2.275 1.305 -0.472
H: -2.601 -0.019 0.410
H: -2.131 0.635 -1.172
H: -2.093 -1.131 -0.887
H: -0.191 1.925 0.046
H: 1.663 -0.568 1.715
H: 2.026 -1.595 0.263
H: 0.589 -0.029 -1.131